Model A:
58
Properties=species:S:1:pos:R:3 method="wB97M-V/def2-TZVPD" multiplicity=2 homo_lumo_gap_ha="0.2737 / 0.2588" homo_energy_ha="-0.4957 / -0.5152" charge=+2
Re 0.05932 0.65832 0.06132
S -2.17182 1.42322 -0.52118
O 1.24822 -0.10474 1.47315
O 1.70194 1.75329 -0.08496
N 0.31720 -1.14225 -0.97794
N -1.36781 -0.43632 1.46418
N -0.30642 2.15490 1.65514
N 0.08523 1.16597 -2.01624
C 0.55757 2.23172 -2.57370
C -0.49146 0.12628 -2.86963
C 1.10323 -2.45137 0.93208
C -2.62469 2.48776 0.88419
C 1.41976 -1.38024 1.79710
C 1.94816 -1.67156 3.06072
C -0.47710 1.44453 2.95108
C 2.36905 5.40108 -1.90955
C 1.88937 2.93366 -0.66682
C 2.14026 -2.97783 3.45594
C 1.28101 3.25205 -1.89480
C -3.16184 -0.06100 -0.26107
C 1.33482 -3.78019 1.35790
C 0.69540 -2.25216 -0.42448
C 0.14485 -1.17965 -2.44708
C 2.75751 3.85480 -0.07809
C -2.74206 -0.81275 0.99952
C 1.54820 4.48423 -2.51823
C 2.97553 5.07331 -0.69059
C -1.38448 0.22042 2.82751
C 1.82870 -4.04776 2.60644
C -1.35478 3.16017 1.36425
H -1.57584 0.10324 -2.73515
H -0.89233 2.12529 3.69674
H 2.22408 -0.84589 3.70359
H -1.08433 -0.51593 3.57285
H 2.55308 -3.17780 4.43621
H -3.34506 3.22396 0.53223
H -1.56859 3.76481 2.24854
H 0.42247 2.34006 -3.64895
H 1.09860 4.70049 -3.47994
H -2.98330 -0.64997 -1.16054
H 3.64406 5.78522 -0.22411
H 3.25980 3.58756 0.84239
H -3.10024 1.88990 1.65973
H 0.51307 1.14663 3.27645
H -4.21997 0.20008 -0.24808
H 1.11987 -4.59082 0.67165
H 0.58789 2.63954 1.70260
H 2.56746 6.35586 -2.37444
H -2.41466 0.48687 3.05042
H -3.44976 -0.62500 1.80407
H 0.73530 -3.13503 -1.06282
H -0.85935 -1.31117 1.58213
H -0.96379 3.82172 0.58920
H -2.76963 -1.88470 0.80707
H 1.99638 -5.06586 2.92628
H -0.29908 0.32886 -3.92277
H -0.46613 -2.03483 -2.73770
H 1.12843 -1.28556 -2.90737

Model B:
58
Properties=species:S:1:pos:R:3 method="wB97M-V/def2-TZVPD" multiplicity=2 homo_lumo_gap_ha="0.2663 / 0.2484" homo_energy_ha="-0.4973 / -0.5033" charge=+2
Re 0.05707 -0.02692 0.09612
S 0.57808 0.00183 -2.38391
O 1.70755 0.99913 -0.13260
O -0.97050 1.61591 -0.34151
N -1.01750 -1.83947 -0.89934
N 1.48369 -1.77434 0.04033
N -1.78536 -0.43266 1.10996
N 0.45182 0.10526 2.14529
C 4.68855 2.46905 2.31854
C -2.25020 1.83853 -0.61078
C 4.72985 2.63680 0.92532
C -1.72824 -1.43071 -2.13417
C -4.94504 2.41383 -1.15591
C 2.64946 1.47218 0.68051
C 2.52796 -1.54364 -1.00786
C -0.58194 -0.34718 3.10842
C 1.98869 -1.17466 -2.38882
C 2.58521 1.30222 2.07019
C 0.84430 -3.10487 -0.02486
C -0.22509 -3.07443 -1.09025
C -2.95624 0.10356 0.94699
C 3.62310 1.82047 2.88068
C -3.90678 3.15415 -1.74440
C -2.58131 2.88431 -1.47497
C -4.63220 1.40422 -0.28532
C -0.74196 -0.94243 -3.18189
C -1.55578 -1.19663 2.33770
C -3.28132 1.09029 -0.01802
C 3.72610 2.15420 0.11396
C 1.48525 0.67180 2.70262
H 2.78854 -0.68874 -2.94521
H -4.15096 3.96747 -2.41536
H 1.98644 -1.73414 0.92580
H 3.15831 -2.43160 -1.10122
H 5.48336 2.85854 2.93765
H -0.12382 -0.88328 3.93921
H -1.78226 3.46959 -1.90918
H -2.40891 -0.62531 -1.86710
H -0.85675 -3.96180 -1.01458
H -5.41359 0.83275 0.20148
H 3.74211 2.30537 -0.95694
H 1.50194 0.67750 3.79176
H -3.75217 -0.22277 1.61679
H -0.28613 -1.73557 -3.77204
H -2.47727 -1.36331 2.89577
H -1.24167 -0.27281 -3.88001
H -1.10145 0.52948 3.50197
H -5.97559 2.65161 -1.37559
H 5.56114 3.16484 0.47692
H -1.72745 -2.02830 -0.20345
H 3.15293 -0.73383 -0.64591
H -1.11674 -2.16485 2.08803
H 1.57641 -3.89551 -0.19909
H 3.55751 1.69983 3.95516
H 0.38756 -3.29242 0.94744
H 0.19508 -3.07796 -2.09091
H -2.32914 -2.25327 -2.53236
H 1.68533 -2.04134 -2.97107

It is model A that is the most stable of them.